one) # C5H8NO

The ion C5H8NO with charge +1 (ωB97M-V/def2-TZVPD, the OMol25 dataset).

## Properties
Gap between HOMO and LUMO (eV): 10.315
Net charge: +1

Atoms and positions in Å:
C1 -0.91377 1.30995 -0.74273
C2 0.29746 1.79956 -0.53853
C3 -1.06872 -0.04083 -0.11733
C4 1.08675 0.73270 0.11600
C5 0.66660 -1.76527 0.65971
N1 0.22609 -0.39261 0.38743
O1 -2.09063 -0.79982 -0.06312
H1 -1.89711 1.92963 -0.93864
H2 0.84848 2.69391 -0.91978
H3 1.87540 0.47734 -0.58915
H4 1.60483 1.10932 0.97926
H5 0.64494 -2.50425 -0.18700
H6 -0.01622 -2.22032 1.39954
H7 1.69704 -1.70305 1.03308
H8 -2.96114 -0.62626 -0.47875


two) # C5H8NO

The ion C5H8NO with charge +1 (ωB97M-V/def2-TZVPD, the OMol25 dataset).

## Properties
Gap between HOMO and LUMO (eV): 8.168
Net charge: +1

Atoms and positions in Å:
C1 0.62881 0.94863 0.36652
C2 0.23050 0.28561 -0.90577
C3 0.81508 1.04306 2.86495
C4 0.54212 0.38764 1.54661
C5 -0.62208 -0.79478 -0.92465
N1 -0.91999 -1.26182 -2.23874
O1 0.73599 0.58294 3.97459
H1 0.90352 2.05890 0.19249
H2 0.64234 0.66223 -1.78735
H3 1.11939 2.19379 2.86437
H4 0.18058 -0.62281 1.78780
H5 -1.30723 -1.24140 -0.22344
H6 -1.29087 -0.42188 -2.71071
H7 -1.51903 -2.07317 -2.12352
H8 -0.13914 -1.74694 -2.68315


Which one is most stable, and which one is least stable? one) is the most stable of them, while two) is the least stable.


one) # C2H4O3

A cluster of 2 separate species, C2H4O3 in total (ωB97M-V/def2-TZVPD, the OMol25 dataset).

## Properties
Gap between HOMO and LUMO (eV): 9.521
Net charge: 0

Atoms and positions in Å:
C1 -0.74022 0.43036 0.22261
C2 -2.00168 -0.43945 0.09903
H1 -0.89968 1.51064 0.52853
H2 -1.96810 -1.42555 0.54756
H3 2.13798 -0.54816 -0.24883
H4 3.00625 0.68665 -0.58961
O1 0.35303 -0.10096 -0.02888
O2 -2.95532 0.04628 -0.40962
O3 3.06775 -0.15980 -0.12080


two) # C2H4O3

A cluster of 2 separate species, C2H4O3 in total (ωB97M-V/def2-TZVPD, the OMol25 dataset).

## Properties
Gap between HOMO and LUMO (eV): 10.907
Net charge: 0

Atoms and positions in Å:
C1 -0.39013 0.23651 0.02924
C2 3.59072 -0.03362 -0.68817
O1 -0.54034 1.12442 -0.92729
O2 0.98777 -0.11802 0.20406
O3 3.94988 -0.42451 0.29785
H1 -0.67302 0.64789 1.14970
H2 -1.10075 -0.59546 -0.05247
H3 -0.09126 1.90160 -0.49617
H4 1.45774 0.35615 -0.52823


Which one is most stable, and which one is least stable? two) is the most stable of them, while one) is the least stable.


one) # C2

A cluster of 2 separate species, C2 in total (ωB97M-V/def2-TZVPD, the OMol25 dataset).

## Properties
Gap between HOMO and LUMO (eV): 5.753
Net charge: 0

Atoms and positions in Å:
C1 -0.53950 1.16331 0.32042
C2 0.53950 -1.16331 -0.32042


two) # C2

A cluster of 2 separate species, C2 in total (ωB97M-V/def2-TZVPD, the OMol25 dataset).

## Properties
Gap between HOMO and LUMO (eV): 6.054
Net charge: 0

Atoms and positions in Å:
C1 0.00000 0.00000 1.25720
C2 0.00000 0.00000 -1.25720


Which one is most stable, and which one is least stable? two) is the most stable of them, while one) is the least stable.


one) # C2

A cluster of 2 separate species, C2 in total (ωB97M-V/def2-TZVPD, the OMol25 dataset).

## Properties
Gap between HOMO and LUMO (eV): 5.445
Net charge: 0

Atoms and positions in Å:
C1 0.00000 0.00000 1.38550
C2 0.00000 0.00000 -1.38550


two) # C2

A cluster of 2 separate species, C2 in total (ωB97M-V/def2-TZVPD, the OMol25 dataset).

## Properties
Gap between HOMO and LUMO (eV): 6.098
Net charge: 0

Atoms and positions in Å:
C1 0.00000 0.00000 1.22276
C2 0.00000 0.00000 -1.22276


Which one is most stable, and which one is least stable? two) is the most stable of them, while one) is the least stable.


one) # C17H17N3O

The molecule C17H17N3O (ωB97M-V/def2-TZVPD, the OMol25 dataset).

## Properties
Gap between HOMO and LUMO (eV): 8.598
Net charge: 0

Atoms and positions in Å:
C1 0.74193 1.05152 -2.03846
C2 -0.60449 0.52782 -1.63246
C3 -1.32438 0.97041 -0.58543
C4 -0.96377 1.93037 0.44376
C5 -0.11967 3.02289 0.24077
C6 0.18967 3.87671 1.28372
C7 -0.33274 3.66310 2.54734
C8 -1.19779 2.60101 2.75708
C9 -1.51772 1.75486 1.71580
H1 -2.19704 0.93098 1.88183
H2 -1.62792 2.43846 3.73482
H3 -0.07991 4.32739 3.36021
H4 0.84356 4.71824 1.10642
H5 0.26515 3.23673 -0.74207
H6 -2.27649 0.48001 -0.40898
C10 -1.22044 -0.49577 -2.48160
N1 -0.75462 -1.52845 -3.06165
N2 0.52392 -1.97514 -2.92600
C11 1.36361 -2.07377 -1.84808
O1 2.49671 -2.48290 -2.01084
C12 0.81444 -1.75194 -0.50649
C13 -0.39928 -2.26562 -0.05750
C14 -0.79328 -2.00264 1.24073
C15 0.03556 -1.24207 2.06324
N3 1.19731 -0.76372 1.63376
C16 1.57841 -1.01992 0.40103
H7 2.54358 -0.62828 0.10867
C17 -0.31429 -0.95937 3.48862
H8 -1.38921 -0.98957 3.64530
H9 0.07785 0.01228 3.77513
H10 0.14850 -1.71044 4.12860
H11 -1.72478 -2.39493 1.62060
H12 -1.01419 -2.87227 -0.70774
H13 0.84395 -2.46777 -3.75399
H14 -2.28359 -0.37218 -2.66610
H15 1.34144 1.30570 -1.16731
H16 1.28602 0.33242 -2.64450
H17 0.61027 1.94886 -2.64541


two) # C17H17N3O

The molecule C17H17N3O (ωB97M-V/def2-TZVPD, the OMol25 dataset).

## Properties
Gap between HOMO and LUMO (eV): 8.327
Net charge: 0

Atoms and positions in Å:
C1 3.97482 0.76752 -2.05722
C2 3.38862 0.58784 -3.45234
C3 2.00364 -0.05973 -3.42122
H1 2.05371 -0.95037 -2.79013
H2 1.74488 -0.38553 -4.43074
C4 0.91312 0.89505 -2.88893
C5 0.15258 0.32569 -1.72335
C6 -0.78933 -0.65962 -1.87515
C7 -1.46936 -1.18642 -0.73865
C8 -1.14435 -0.67389 0.50389
N1 -0.21087 0.30747 0.64273
C9 -0.10306 0.61672 1.99591
C10 0.68748 1.52840 2.66990
C11 0.54721 1.58574 4.04721
C12 -0.34737 0.76440 4.72420
C13 -1.14166 -0.15159 4.05363
C14 -1.00755 -0.21479 2.67913
N2 -1.63389 -0.99889 1.73295
H3 -2.33820 -1.69798 1.89754
H4 -1.83556 -0.78907 4.57829
H5 -0.42645 0.84059 5.79780
H6 1.14741 2.28549 4.60746
H7 1.37578 2.15853 2.13256
C15 0.49226 0.87998 -0.43707
O1 1.29889 1.76844 -0.22114
C16 -2.44308 -2.19218 -0.82134
N3 -3.24655 -3.01439 -0.83891
C17 -1.13628 -1.21051 -3.22266
H8 -0.28337 -1.73623 -3.64771
H9 -1.97261 -1.90199 -3.15430
H10 -1.40066 -0.40471 -3.90591
H11 0.22007 1.14902 -3.69325
H12 1.37938 1.81973 -2.54817
H13 3.32158 1.55638 -3.95269
H14 4.05893 -0.04236 -4.04314
H15 4.13487 -0.20163 -1.58782
H16 4.93070 1.28377 -2.10989
H17 3.30675 1.34519 -1.42397


Which one is most stable, and which one is least stable? two) is the most stable of them, while one) is the least stable.


one) # C2H4INS

A cluster of 2 separate species, C2H4INS in total (ωB97M-V/def2-TZVPD, the OMol25 dataset).

## Properties
Gap between HOMO and LUMO (eV): 6.571
Net charge: 0

Atoms and positions in Å:
C1 -0.58932 -0.54909 0.05213
C2 0.40648 0.45086 0.26392
N1 -1.08172 -1.61103 -0.26212
S1 -2.75257 1.50480 -0.28476
I1 -4.18779 -0.28196 0.07520
H1 0.21857 1.21864 -0.34786
H2 1.40360 0.11545 0.07990
H3 0.24584 0.83076 1.34516
H4 -2.08471 -1.74133 -0.20617


two) # C2H4INS

The molecule C2H4INS (ωB97M-V/def2-TZVPD, the OMol25 dataset).

## Properties
Gap between HOMO and LUMO (eV): 8.470
Net charge: 0

Atoms and positions in Å:
C1 0.35548 0.21930 -0.93681
C2 -0.43716 -0.10890 0.31263
N1 1.35984 0.91611 -0.79744
S1 -0.64844 -0.10812 -2.53005
I1 0.69569 1.08641 -4.03677
H1 0.25772 -0.37338 1.20614
H2 -1.17131 -0.85351 0.14576
H3 -0.89884 0.90962 0.45349
H4 1.82156 1.04945 -1.69795


Which one is most stable, and which one is least stable? two) is the most stable of them, while one) is the least stable.